(1)
{"formula": "C55H55AsNO2S2Se4Si2Y", "method": "ωB97M-V/def2-TZVPD", "symbols": ["Y", "C", "C", "C", "C", "N", "C", "C", "C", "C", "C", "C", "C", "H", "H", "H", "H", "H", "H", "H", "H", "Se", "Se", "Se", "Se", "O", "S", "C", "C", "C", "C", "S", "O", "C", "C", "C", "C", "C", "C", "C", "C", "C", "C", "C", "C", "H", "H", "H", "H", "H", "H", "H", "H", "H", "H", "H", "H", "H", "H", "H", "H", "H", "H", "C", "Si", "C", "C", "C", "C", "C", "C", "C", "Si", "C", "C", "H", "H", "H", "H", "H", "H", "H", "H", "H", "H", "H", "H", "H", "H", "H", "H", "C", "C", "C", "C", "C", "C", "As", "C", "C", "C", "C", "C", "C", "C", "C", "C", "C", "C", "C", "H", "H", "H", "H", "H", "H", "H", "H", "H", "H", "H", "H", "H"], "xyz": [[0.2642, 0.2121, -0.5787], [0.6565, -1.9823, -4.5995], [1.7840, -2.8017, -4.3008], [2.1480, -3.0196, -3.0146], [1.3890, -2.4464, -1.9259], [0.3297, -1.5707, -2.2446], [0.0128, -1.3991, -3.5380], [1.5899, -2.6770, -0.5901], [2.7147, -3.3803, -0.0379], [3.0215, -3.3330, 1.2801], [2.1949, -2.5529, 2.1973], [1.0174, -2.0492, 1.7530], [0.5384, -2.1354, 0.3764], [0.3402, -1.7797, -5.6125], [2.3549, -3.2572, -5.1048], [2.9942, -3.6558, -2.7851], [-0.8194, -0.7297, -3.7240], [3.3645, -3.9432, -0.7038], [3.8973, -3.8543, 1.6544], [2.4830, -2.4474, 3.2400], [0.3682, -1.5687, 2.4850], [0.9278, 1.7239, -3.1219], [0.8188, 3.8385, -2.1251], [-1.3145, 3.8332, -1.1500], [-1.0429, 2.8270, 0.9482], [1.7636, 1.2460, 1.1518], [1.9042, 2.6528, 1.6854], [3.6830, 2.8337, 2.0771], [4.4585, 3.5795, 0.9836], [5.0215, 2.6962, -0.1315], [3.9307, 2.1502, -1.0522], [3.9194, 0.3782, -1.5311], [2.5864, -0.1239, -1.1091], [5.0312, -0.2673, -0.2917], [6.3837, -0.3441, -0.5865], [7.2625, -0.8154, 0.3800], [6.7738, -1.2180, 1.6173], [5.4105, -1.1708, 1.8827], [4.5262, -0.6986, 0.9246], [1.3437, 2.5244, 3.3780], [0.9555, 3.6801, 4.0386], [0.5497, 3.5940, 5.3622], [0.5276, 2.3597, 6.0011], [0.8980, 1.2086, 5.3192], [1.3000, 1.2824, 3.9907], [4.1017, 1.8513, 2.3128], [3.6845, 3.4347, 2.9888], [5.2926, 4.0943, 1.4698], [3.8162, 4.3589, 0.5609], [5.5901, 1.8898, 0.3389], [5.7411, 3.2735, -0.7163], [3.8700, 2.6870, -1.9987], [2.9392, 2.2378, -0.6153], [6.7438, -0.0409, -1.5631], [8.3212, -0.8833, 0.1619], [7.4568, -1.5942, 2.3697], [5.0221, -1.5261, 2.8292], [3.4543, -0.6907, 1.0971], [0.9359, 4.6236, 3.5065], [0.2259, 4.4846, 5.8862], [0.1923, 2.2870, 7.0283], [0.8547, 0.2472, 5.8152], [1.5628, 0.3953, 3.4230], [-3.9519, 0.9636, -0.1142], [-2.5954, -0.0510, -1.0528], [-3.0916, 0.2917, -2.8965], [-3.3969, -1.7938, -0.7733], [-4.7539, -1.8818, -1.1324], [-5.5154, -3.0205, -0.9481], [-4.9184, -4.1407, -0.3860], [-3.5847, -4.0801, -0.0276], [-2.7921, -2.9271, -0.1991], [-0.9555, -3.2974, 0.2219], [-1.0235, -4.2311, 1.8935], [-0.5858, -4.6799, -1.0182], [-4.8406, 1.0991, -0.7406], [-3.5974, 1.9445, 0.2014], [-4.2704, 0.4226, 0.7825], [-4.0492, 0.8220, -2.9319], [-3.2015, -0.6410, -3.4574], [-2.3534, 0.9149, -3.4060], [-5.2276, -1.0119, -1.5759], [-6.5609, -3.0365, -1.2396], [-5.4846, -5.0533, -0.2281], [-3.1417, -4.9751, 0.3942], [-1.7784, -5.0146, 1.9775], [-1.1501, -3.5487, 2.7370], [-0.0353, -4.6869, 2.0170], [-1.2985, -5.4933, -0.8554], [0.4277, -5.0579, -0.8843], [-0.6900, -4.3343, -2.0482], [-0.8049, -1.7565, 7.4926], [-0.3242, -2.4006, 6.3614], [-0.7739, -2.0242, 5.1017], [-1.7153, -1.0063, 4.9576], [-2.1967, -0.3703, 6.0983], [-1.7436, -0.7417, 7.3570], [-2.2180, -0.5008, 3.1194], [-3.9701, -1.3650, 3.0766], [-4.2421, -2.6987, 2.8256], [-5.5608, -3.1314, 2.7836], [-6.5996, -2.2301, 2.9757], [-6.3306, -0.8911, 3.2167], [-5.0128, -0.4518, 3.2734], [-4.5801, 0.9349, 3.5387], [-5.4140, 2.0225, 3.7763], [-4.8616, 3.2675, 4.0392], [-3.4827, 3.4399, 4.0607], [-2.6457, 2.3630, 3.8035], [-3.1956, 1.1181, 3.5468], [-0.4487, -2.0411, 8.4754], [0.4119, -3.1903, 6.4514], [-0.3621, -2.5149, 4.2270], [-2.9198, 0.4306, 6.0014], [-2.1247, -0.2329, 8.2350], [-3.4390, -3.3983, 2.6313], [-5.7764, -4.1702, 2.5672], [-7.6268, -2.5696, 2.9145], [-7.1466, -0.1899, 3.3443], [-6.4907, 1.9054, 3.7471], [-5.5124, 4.1163, 4.2131], [-3.0577, 4.4193, 4.2401], [-1.5721, 2.5057, 3.7864]], "atomic_forces_ev_per_a": [[0.406, -0.379, -0.066], [0.056, -0.058, 0.000], [-0.058, 0.021, -0.041], [0.018, -0.030, 0.117], [-0.168, 0.024, -0.002], [0.211, -0.051, -0.237], [-0.058, -0.049, 0.014], [-0.010, 0.128, 0.145], [-0.121, -0.022, -0.105], [-0.004, -0.078, 0.074], [-0.108, -0.115, -0.081], [0.081, -0.016, 0.061], [-0.202, 0.152, 0.208], [0.002, -0.007, -0.011], [0.003, 0.004, -0.005], [0.020, 0.022, -0.021], [0.004, 0.042, 0.022], [0.017, -0.018, 0.006], [-0.019, -0.013, -0.004], [0.013, 0.019, 0.018], [0.022, 0.044, -0.041], [-0.045, 0.169, 0.016], [-0.127, 0.084, 0.085], [0.122, 0.039, 0.117], [-0.001, -0.118, -0.256], [0.122, -0.032, -0.232], [-0.088, -0.051, 0.015], [0.049, 0.037, 0.064], [0.000, -0.008, 0.010], [0.018, -0.037, 0.092], [0.009, 0.089, -0.074], [-0.091, -0.031, 0.024], [0.143, 0.060, 0.112], [0.032, -0.077, -0.015], [0.109, -0.087, 0.095], [-0.021, 0.024, -0.093], [-0.064, 0.003, 0.064], [0.123, 0.032, -0.003], [-0.060, 0.037, -0.167], [-0.001, 0.016, -0.005], [-0.004, -0.004, 0.052], [0.006, -0.006, -0.007], [-0.002, -0.005, 0.002], [-0.025, -0.016, -0.010], [0.014, 0.033, 0.006], [-0.038, -0.013, -0.035], [0.024, 0.002, 0.008], [0.011, -0.009, -0.019], [-0.002, 0.004, -0.011], [-0.057, 0.111, -0.031], [0.001, 0.024, -0.006], [0.044, 0.011, 0.007], [-0.007, 0.001, 0.005], [0.013, 0.016, -0.011], [0.008, 0.006, 0.008], [0.004, -0.006, -0.005], [-0.014, 0.004, -0.005], [0.073, 0.068, 0.029], [0.003, 0.009, -0.012], [-0.005, 0.004, 0.006], [-0.002, 0.005, 0.002], [-0.031, -0.018, 0.001], [0.011, -0.007, -0.013], [0.074, -0.038, -0.015], [-0.387, -0.012, 0.005], [-0.018, -0.010, 0.061], [-0.009, 0.009, 0.039], [-0.007, 0.002, -0.004], [0.007, 0.005, -0.013], [0.032, -0.015, -0.016], [-0.016, -0.017, -0.099], [-0.014, -0.032, -0.083], [0.006, -0.078, 0.140], [0.145, 0.108, -0.014], [0.007, 0.051, 0.022], [-0.031, -0.022, 0.004], [-0.005, 0.030, -0.030], [0.019, 0.020, 0.005], [-0.035, -0.019, -0.034], [0.038, -0.007, -0.017], [0.013, 0.025, 0.014], [-0.011, 0.012, -0.006], [-0.007, 0.001, 0.000], [-0.006, -0.010, -0.005], [0.015, -0.018, 0.014], [-0.031, -0.023, -0.054], [-0.080, -0.034, -0.033], [-0.012, -0.018, 0.039], [-0.012, -0.009, -0.030], [0.029, -0.040, 0.005], [0.018, 0.021, -0.015], [0.010, -0.006, 0.003], [0.005, -0.008, -0.002], [0.040, 0.052, 0.047], [0.047, -0.073, -0.002], [-0.015, -0.003, 0.006], [-0.011, 0.025, -0.016], [-0.104, 0.015, -0.204], [-0.017, 0.079, 0.086], [0.014, -0.023, 0.003], [-0.021, -0.007, 0.022], [0.006, 0.011, -0.009], [0.017, -0.002, -0.015], [-0.019, 0.018, 0.052], [-0.003, -0.031, -0.002], [-0.003, -0.006, 0.002], [0.004, 0.015, -0.004], [-0.004, -0.017, 0.004], [-0.044, -0.006, 0.055], [0.063, 0.035, 0.075], [0.004, -0.004, 0.008], [0.001, -0.003, 0.004], [0.008, 0.022, 0.067], [-0.010, -0.003, 0.008], [0.002, -0.001, 0.008], [-0.042, 0.051, 0.040], [0.005, 0.013, -0.005], [-0.001, -0.002, 0.009], [-0.007, 0.000, 0.009], [-0.002, -0.001, 0.009], [-0.004, 0.002, 0.003], [0.004, 0.013, 0.001], [-0.003, -0.017, -0.004]], "homo_ha": 0.0150, "charge": -2}



(2)
{"formula": "C20H37AsClIN3OPtSSi3", "method": "ωB97M-V/def2-TZVPD", "symbols": ["Pt", "Cl", "C", "C", "C", "I", "C", "O", "C", "N", "C", "C", "C", "C", "H", "H", "H", "H", "C", "Si", "C", "C", "As", "Si", "C", "C", "C", "Si", "C", "C", "C", "H", "H", "H", "H", "H", "H", "H", "H", "H", "H", "H", "H", "H", "H", "H", "H", "H", "H", "H", "H", "H", "H", "H", "H", "H", "H", "H", "C", "N", "C", "N", "S", "H", "H", "H", "H", "H", "H"], "xyz": [[-0.5986, 0.3368, -0.0973], [-4.2333, -4.9132, 3.0912], [-3.3879, -3.4739, 2.7609], [-2.9427, -2.6821, 3.8097], [-2.2512, -1.5083, 3.5744], [-1.6345, -0.2402, 5.1256], [-1.9533, -1.0513, 2.2587], [-1.4124, 0.0645, 2.0521], [-2.3565, -1.9199, 1.1663], [-2.0032, -1.5442, -0.0776], [-2.4444, -2.2325, -1.1148], [-3.2610, -3.3579, -0.9755], [-3.5833, -3.7987, 0.2883], [-3.1220, -3.0861, 1.4098], [-3.1513, -2.9831, 4.8255], [-2.1627, -1.8841, -2.1005], [-3.6179, -3.8721, -1.8529], [-4.1987, -4.6731, 0.4236], [1.2022, -2.3416, -2.5408], [1.8535, -0.6194, -3.0384], [3.6772, -0.5711, -3.5577], [0.6193, 0.4843, -3.9785], [1.6173, 0.5832, -0.6938], [2.3088, 3.1616, -0.8862], [0.8124, 3.9361, -1.7616], [2.5275, 3.5664, 0.9589], [3.9031, 3.0059, -1.9133], [2.8250, -0.8219, 1.1044], [1.5359, -2.2083, 1.3354], [4.4569, -1.3092, 0.2557], [2.9371, 0.3034, 2.6301], [0.9012, -2.9049, -3.4199], [0.3404, -2.2695, -1.8796], [1.9686, -2.9302, -2.0411], [3.7829, -1.0524, -4.5281], [4.3243, -1.1097, -2.8699], [4.0643, 0.4379, -3.6664], [0.3045, 0.0087, -4.9033], [1.0657, 1.4369, -4.2549], [-0.2723, 0.6866, -3.3853], [-0.0594, 3.9756, -1.1128], [0.5284, 3.3992, -2.6633], [1.0420, 4.9582, -2.0547], [1.7790, 3.0782, 1.5775], [2.4380, 4.6369, 1.1227], [3.5120, 3.2743, 1.3168], [3.6964, 2.8479, -2.9692], [4.5503, 2.2055, -1.5621], [4.4737, 3.9287, -1.8416], [1.3527, -2.7757, 0.4274], [0.5922, -1.7874, 1.6767], [1.8689, -2.9112, 2.0928], [4.3257, -2.1162, -0.4622], [5.1684, -1.6617, 0.9985], [4.9240, -0.4680, -0.2522], [1.9919, 0.7989, 2.8400], [3.7139, 1.0571, 2.5361], [3.1848, -0.2946, 3.5042], [-5.6861, 1.5079, 1.3643], [-4.5183, 1.4997, 0.5031], [-3.3573, 2.0684, 0.7854], [-3.1121, 2.6099, 1.9655], [-2.1907, 2.1739, -0.4848], [-6.4482, 0.8702, 0.9246], [-6.0916, 2.5175, 1.4623], [-5.4427, 1.1221, 2.3546], [-4.6575, 1.1856, -0.4486], [-3.8031, 2.6227, 2.7034], [-2.2129, 3.0201, 2.1632]], "atomic_forces_ev_per_a": [[-2.392, -0.436, 0.673], [0.192, 0.383, -0.088], [-0.119, -0.190, 0.299], [0.112, 0.143, 0.199], [0.066, 0.583, 0.895], [-0.253, -0.545, -0.311], [-0.195, -0.199, -0.026], [0.645, 0.106, -0.819], [-0.258, -0.626, 0.005], [0.457, 0.741, 0.109], [-0.117, -0.151, -0.325], [0.087, 0.081, 0.250], [0.104, 0.174, -0.089], [0.317, 0.412, -0.721], [-0.016, -0.066, 0.069], [0.069, 0.031, 0.023], [-0.013, -0.049, -0.096], [-0.054, -0.142, 0.017], [0.308, 0.706, -0.235], [-0.439, -0.035, 0.238], [-0.706, 0.144, 0.417], [0.562, -0.473, 0.288], [1.803, 0.055, -0.239], [-0.093, -0.044, 0.143], [0.558, -0.427, 0.442], [-0.017, -0.171, -0.815], [-0.787, -0.135, 0.361], [-0.089, 0.117, -0.081], [0.510, 0.536, -0.170], [-0.715, 0.188, 0.337], [0.019, -0.414, -0.702], [-0.031, -0.042, -0.252], [-0.055, 0.075, 0.033], [0.130, 0.025, 0.073], [-0.168, -0.130, -0.203], [-0.051, -0.085, 0.144], [-0.062, 0.164, 0.008], [-0.003, -0.159, -0.190], [0.118, 0.099, 0.026], [-0.001, -0.078, 0.070], [0.017, -0.003, 0.163], [0.106, -0.116, -0.123], [0.167, 0.171, -0.014], [-0.130, -0.064, -0.016], [-0.041, 0.243, -0.088], [0.101, -0.098, -0.053], [-0.133, -0.033, -0.083], [0.027, -0.083, 0.119], [0.012, 0.259, 0.134], [0.043, -0.014, -0.176], [-0.058, 0.113, 0.085], [0.171, -0.115, 0.202], [-0.139, -0.050, -0.063], [0.057, -0.049, 0.224], [-0.021, 0.138, -0.004], [-0.146, 0.019, -0.051], [0.075, 0.079, -0.106], [0.051, -0.222, 0.090], [-0.279, 0.134, 0.331], [0.191, 0.067, -0.097], [-0.387, -0.108, 0.344], [-0.304, -0.114, 0.096], [0.944, -0.375, -0.622], [0.033, 0.024, 0.024], [0.008, -0.027, -0.008], [0.010, -0.059, 0.007], [0.226, 0.114, 0.075], [0.027, 0.024, -0.033], [-0.047, -0.020, -0.115]], "homo_ha": [-0.6019, -0.6224], "spin_multiplicity": 5, "charge": 3, "s2": 6.041}



Per-record calculated total energy, eV: -424209.2573 -147010.9374
Per-record max |F|, eV/A: 0.56 2.52
Per-record relative energy (zero: lowest compared OMol25 entry of this formula, charge and spin), kcal/mol: 24.6 28.0